Density functional theory data (the ωB97M-V functional and the def2-TZVPD basis) for 10 unconnected molecules or ions with the total composition C30H70N10O10 in a non-equilibrium geometry.

Computed properties:
Orbital gap   0.3354 Ha
Total charge   0
SMILES   CN(C)C=O.CN(C)C=O.CN(C)C=O.CN(C)C=O.CN(C)C=O.CN(C)C=O.CN(C)C=O.CN(C)C=O.CN(C)C=O.CN(C)C=O
HOMO level   -0.3157 Ha
ΔE to the lowest compared entry with this formula, charge and spin   773.8 kJ/mol
Largest force on an atom   5.0 eV/Å

Atoms and positions in Å:
C 5.9084 -0.7402 -5.4192
N 5.4945 -0.2636 -4.1067
C 5.2389 1.1911 -3.9940
C 5.1785 -1.0875 -3.0417
O 4.8185 -0.7258 -1.9408
H 5.3210 -0.3350 -6.2280
H 5.8869 -1.8588 -5.4598
H 7.0007 -0.4168 -5.6750
H 6.0957 1.7578 -4.4504
H 4.3824 1.3081 -4.6724
H 5.0393 1.4280 -2.9530
H 5.4195 -2.1698 -3.1879
C 0.4134 0.0162 1.1734
N 1.7920 -0.4733 0.9966
C 2.7266 0.5021 0.4510
C 2.1411 -1.7937 1.1561
O 1.3353 -2.6422 1.5491
H -0.3381 -0.7244 1.0950
H 0.2587 0.6896 0.3588
H 0.3044 0.6154 2.1186
H 3.6585 0.0519 -0.0468
H 2.1830 1.0656 -0.3801
H 3.0914 1.1800 1.2399
H 3.1407 -2.0666 0.9057
C -1.7707 -4.7421 1.8460
N -2.3851 -4.2258 3.0688
C -2.8243 -2.8364 2.9830
C -2.8274 -4.9986 4.0681
O -3.4361 -4.7290 5.1066
H -2.5288 -4.9432 1.1208
H -1.2759 -5.6858 2.0822
H -1.0858 -4.0023 1.4249
H -1.9849 -2.1237 2.7997
H -3.4926 -2.6037 2.1212
H -3.2468 -2.4668 3.9116
H -2.7247 -6.0607 3.6922
C -5.0287 1.9508 -0.8992
N -4.7348 0.8873 0.0311
C -3.6346 1.2274 0.9432
C -5.0579 -0.3946 -0.2091
O -4.5731 -1.2827 0.3695
H -4.0832 2.4213 -1.2443
H -5.5927 2.7634 -0.4065
H -5.4746 1.5480 -1.8108
H -2.8748 1.8051 0.4479
H -4.0422 1.8196 1.7940
H -3.1482 0.3456 1.4248
H -5.8431 -0.4724 -0.8913
C -0.7139 3.7837 -4.6265
N 0.3270 2.6822 -4.5831
C 0.7265 2.1858 -3.2542
C 1.0394 2.3801 -5.6448
O 1.9993 1.6268 -5.6510
H -0.4151 4.4761 -3.8361
H -1.7324 3.4033 -4.5500
H -0.5569 4.3030 -5.5397
H 1.7955 2.1796 -3.1600
H 0.2295 2.9116 -2.5961
H 0.3468 1.2343 -3.0078
H 0.7393 2.8958 -6.5644
C 2.2171 -1.8824 -4.8221
N 1.8702 -2.0276 -3.3955
C 1.5515 -3.3623 -3.0146
C 1.5509 -0.9371 -2.6487
O 1.0728 -0.9892 -1.5797
H 3.1535 -2.4056 -5.1905
H 2.1659 -0.8129 -4.9952
H 1.3611 -2.2434 -5.4868
H 1.7114 -3.5583 -1.9350
H 0.5659 -3.7336 -3.3302
H 2.3071 -3.9735 -3.5676
H 2.0076 -0.0890 -3.1361
C -1.3307 1.7043 6.9856
N -0.9138 2.1604 5.6378
C -2.0328 2.6810 4.7452
C 0.3264 1.9120 5.0876
O 0.5800 2.0676 3.9132
H -0.4679 1.2366 7.5002
H -2.1579 0.9879 6.9852
H -1.5885 2.6469 7.5626
H -2.4474 3.6195 5.1172
H -1.5671 2.9140 3.7611
H -2.8923 2.0006 4.7246
H 1.0245 1.4901 5.8313
C 1.8324 -3.4452 4.8865
N 1.2787 -2.2392 5.3666
C 0.3903 -1.3683 4.6140
C 1.8597 -1.7673 6.5267
O 1.6376 -0.6999 7.0665
H 1.0983 -4.0583 4.3416
H 2.3172 -4.0326 5.6663
H 2.5266 -3.2896 4.0482
H -0.1813 -1.9693 3.9357
H -0.2776 -0.8832 5.3525
H 1.0292 -0.5881 4.1258
H 2.5305 -2.4999 6.9862
C 0.9171 4.8665 2.2821
N 0.1628 4.6456 1.0774
C -0.9358 3.7075 1.2164
C 0.5403 5.1981 -0.1077
O -0.0045 4.9987 -1.1788
H 1.8514 5.4747 2.1317
H 1.3193 3.9315 2.6354
H 0.3156 5.3283 3.0405
H -0.5069 2.7014 1.3462
H -1.6231 3.9813 1.9826
H -1.4981 3.7164 0.2727
H 1.4529 5.8545 -0.0340
C -1.7129 -1.5790 -2.6242
N -2.7199 -1.4010 -3.6895
C -3.4257 -2.6152 -4.1616
C -3.1447 -0.1324 -4.0131
O -2.5570 0.8504 -3.6718
H -1.0127 -2.3567 -3.0407
H -2.1596 -2.0012 -1.7226
H -1.1131 -0.7068 -2.4446
H -3.4330 -3.1996 -3.2746
H -4.4484 -2.3050 -4.3917
H -2.9191 -3.1690 -4.9886
H -4.0587 -0.1248 -4.5571

Atomic forces in eV per Å
C 2.1 -0.6 0.2
N -0.1 -0.3 0.9
C 0.3 -1.0 -1.5
C 1.3 0.0 -0.8
O -0.3 0.4 -0.1
H -0.6 0.1 -0.1
H -0.1 0.9 0.1
H -1.7 -0.5 0.7
H -0.6 -0.5 0.8
H -0.1 0.8 0.5
H 0.0 0.2 -0.2
H -0.3 0.5 -0.5
C 1.4 1.0 1.0
N 0.6 -1.0 0.2
C 0.7 0.1 -1.3
C -2.9 1.0 0.4
O 0.6 0.3 -0.1
H -0.4 -1.1 0.1
H -0.3 0.6 -0.6
H 0.1 -0.7 -0.7
H -1.5 0.2 0.8
H 0.8 -0.5 1.1
H -0.3 0.0 -0.3
H 1.1 0.1 -0.3
C 0.0 -0.2 0.9
N -0.2 2.2 -0.2
C 0.7 1.5 -0.6
C -1.3 -1.9 0.0
O 1.1 0.3 -1.5
H -0.6 -0.1 -0.7
H 0.2 0.2 -0.1
H 0.2 -0.2 0.3
H -0.1 -0.8 0.1
H 0.1 -0.7 0.6
H -0.3 -0.5 0.1
H 0.3 0.3 0.9
C 0.5 0.7 -0.2
N 1.4 1.3 0.2
C -0.6 -0.7 1.6
C -0.2 3.3 -0.2
O 1.7 -4.2 2.0
H -0.4 -0.3 0.2
H -0.2 -0.4 -0.5
H -0.5 0.2 0.3
H 0.3 0.2 -0.4
H 0.3 -0.1 -0.6
H -0.6 0.4 -0.7
H -1.6 -0.4 -1.7
C 1.7 -1.2 0.6
N -1.5 0.8 1.0
C -1.1 2.0 -0.5
C 0.5 0.0 -0.7
O 0.5 -0.7 0.0
H -0.6 -0.1 0.1
H 0.2 0.0 0.2
H -0.2 0.4 -1.0
H 0.5 0.2 0.1
H 0.6 -0.3 0.4
H -0.6 -1.2 -0.1
H -0.2 0.1 -0.1
C -1.4 -0.1 -0.5
N -0.1 -0.5 -1.6
C 1.1 -1.5 0.3
C 2.7 -1.2 -2.9
O -1.9 0.3 3.1
H -0.9 0.8 0.9
H 0.8 0.3 -0.4
H 0.9 0.0 0.9
H -0.3 0.4 -0.6
H 0.1 0.3 0.1
H -0.6 0.0 0.5
H -0.2 1.1 -0.1
C 1.2 1.6 0.3
N -1.4 -0.1 -0.8
C 1.5 0.0 0.4
C -1.6 -0.4 1.1
O 0.4 0.3 -0.4
H -0.4 0.2 -0.4
H 0.1 0.2 -0.3
H -0.1 -1.3 -0.4
H 0.3 0.1 0.4
H -0.6 -0.6 0.7
H 0.5 -0.3 -0.3
H 0.0 0.1 -0.1
C 0.0 -1.3 -2.4
N 0.7 1.0 2.5
C 1.0 0.7 0.9
C -1.0 -0.1 -0.7
O -0.1 0.2 -0.3
H -0.3 0.0 0.7
H -0.2 0.1 0.0
H 0.4 0.2 0.4
H -0.1 -0.1 -0.6
H 0.3 -0.1 -0.5
H -0.9 -0.6 0.0
H 0.2 -0.1 0.0
C 1.8 0.4 -0.3
N 0.3 0.7 -0.2
C 0.6 -0.4 -2.0
C 0.1 -0.2 0.2
O 0.0 0.0 0.0
H -1.1 -0.2 -0.3
H -0.2 -0.5 0.4
H -0.3 0.2 0.5
H -0.4 0.2 0.3
H -0.3 0.2 0.8
H 0.2 0.0 0.2
H -0.6 -0.4 0.2
C 0.5 -1.8 -1.8
N -0.3 0.6 -0.2
C 0.6 1.5 0.2
C 1.1 -2.5 0.8
O 0.5 1.9 0.4
H -0.5 0.7 0.7
H -0.1 0.3 0.1
H -0.3 0.4 0.1
H -0.4 -1.2 0.5
H 0.1 -0.4 -0.3
H -0.4 0.6 0.5
H -1.1 0.0 -1.0

Results of the Löwdin charge analysis, in e, for atoms 1 through 99: -0.087 -0.195 -0.023 -0.340 -0.009 0.072 0.088 0.112 0.101 0.071 0.080 0.139 -0.049 -0.177 -0.068 -0.307 -0.040 0.065 0.054 0.075 0.086 0.093 0.082 0.125 -0.041 -0.182 -0.050 -0.360 -0.007 0.076 0.087 0.080 0.067 0.079 0.085 0.138 -0.066 -0.173 -0.034 -0.388 0.053 0.089 0.093 0.086 0.054 0.098 0.092 0.117 -0.001 -0.138 -0.015 -0.376 -0.025 0.078 0.080 0.062 0.083 0.076 0.044 0.132 -0.053 -0.180 -0.073 -0.379 0.063 0.096 0.054 0.107 0.103 0.076 0.095 0.111 -0.060 -0.164 -0.021 -0.331 -0.030 0.081 0.082 0.099 0.078 0.053 0.082 0.127 -0.090 -0.183 -0.017 -0.321 -0.002 0.090 0.085 0.083 0.058 0.094 0.099 0.126 -0.067 -0.179 -0.044